136
Properties=species:S:1:pos:R:3:forces:R:3:lowdin_charge:R:1 method="wB97M-V/def2-TZVPD" homo_energy_ev=-11.5570 e_lumo_ev=-3.272 gap_ha=0.3045 total_energy_ha=-4269.92806 spin_multiplicity=1 charge=+1
C 0.3039 -3.4493 8.3399 0.01 -0.42 -0.24 0.184
C -0.4162 -4.2476 7.7917 0.67 0.33 -0.87 -0.110
N -1.1159 -5.0057 6.8700 -1.26 1.74 1.32 -0.006
C -2.4525 -4.8912 6.5202 -0.72 -2.17 -1.28 -0.243
N -3.4328 -4.0245 6.9828 1.84 0.26 -0.57 0.074
C -2.9823 -2.6118 7.1061 -0.64 1.22 2.46 -0.215
C -4.1754 -1.5992 6.9381 0.54 -0.68 -0.85 -0.216
C -4.2704 -1.2467 5.4075 0.38 -0.10 1.31 -0.100
N -2.7487 -5.8437 5.6038 1.13 -0.03 0.52 0.239
C -1.5976 -6.5650 5.3586 -1.86 2.76 1.65 -0.313
N -1.5594 -7.5863 4.5159 0.48 -0.32 0.05 0.251
B -2.8165 -8.0261 3.8067 -1.67 -0.03 -0.55 -0.621
O -3.3661 -9.2839 3.9822 1.40 0.70 -0.76 0.196
O -3.4772 -7.1169 2.9827 1.18 -0.58 0.40 0.154
N -0.5990 -6.0167 6.1309 1.06 -3.67 -2.43 -0.091
P 1.0760 -6.5938 6.1071 3.11 1.61 1.78 0.909
O 1.4152 -6.7274 4.4964 -1.30 -0.87 0.78 -0.280
O 1.0175 -8.1168 6.7633 -1.07 0.86 -1.41 -0.248
H 1.0191 -2.7436 8.7655 -0.76 -0.60 -0.09 0.074
H -3.8994 -4.3666 7.8201 -0.06 0.01 -0.32 0.154
H -2.1234 -2.3478 6.4576 -0.67 -0.46 0.03 0.129
H -2.6311 -2.4730 8.1619 0.06 -0.06 -0.84 0.110
H -3.9770 -0.7172 7.5813 -0.04 -0.39 -0.59 0.110
H -5.1204 -2.0560 7.3206 0.72 0.17 -0.33 0.110
H -4.1783 -2.2051 4.8491 -0.43 0.71 0.12 0.076
H -3.3821 -0.6057 5.1686 -1.07 -0.44 -0.02 0.063
H -5.2389 -0.7323 5.2506 0.70 -0.24 -0.46 0.079
H -0.6870 -8.0905 4.3742 -0.20 0.12 0.29 0.143
H -2.7362 -10.0026 3.8102 -0.34 -0.04 0.64 0.122
H -3.1719 -7.2625 2.0710 -0.54 0.19 0.17 0.121
H 2.2723 -6.3291 4.2723 -0.25 -0.01 0.34 0.080
H 1.9022 -8.3477 7.0938 -0.24 0.16 -0.06 0.069
C 0.0153 -5.0737 2.3940 0.11 -0.04 -0.04 -0.027
C 0.1872 -4.3561 1.0725 -0.26 -0.23 0.69 -0.326
C 0.4749 -5.2573 -0.0984 -0.27 -0.15 -0.34 -0.101
O 1.1547 -4.3733 -0.9897 0.09 0.16 0.31 0.073
C 1.7787 -3.4424 -0.2132 0.30 0.33 -0.21 -0.523
O 2.5854 -2.6675 -0.6087 -0.55 -0.12 0.20 0.169
O 1.3533 -3.5267 1.0795 0.06 -0.08 -0.38 0.091
H -1.0149 -5.4186 2.5108 0.00 0.08 0.00 0.079
H 0.6677 -5.9429 2.4627 0.00 0.06 -0.13 0.060
H 0.2646 -4.4169 3.2290 -0.13 0.10 -0.07 0.090
H -0.6751 -3.7097 0.8818 0.03 -0.04 -0.11 0.165
H -0.4253 -5.6614 -0.5591 0.09 0.12 -0.18 0.142
H 1.1540 -6.0793 0.1480 -0.06 0.03 0.17 0.139
C 5.1275 -3.2502 -1.9250 0.41 -0.01 -0.31 -0.029
C 5.7263 -4.5935 -1.5766 -0.46 0.89 -0.24 -0.327
C 7.0759 -4.5225 -0.9183 0.10 -0.04 0.42 -0.099
O 7.6319 -5.8009 -1.2442 -0.16 -0.07 -0.26 0.056
C 7.0682 -6.1783 -2.4262 0.11 -0.23 -0.28 -0.557
O 7.4375 -7.0986 -3.0831 -0.06 0.14 0.15 0.161
O 6.0320 -5.3605 -2.7519 0.39 -0.39 0.27 0.086
H 4.6034 -2.8338 -1.0735 0.13 0.01 -0.05 0.055
H 5.8965 -2.5361 -2.2235 0.02 -0.10 -0.02 0.085
H 4.4312 -3.3382 -2.7596 -0.11 -0.09 0.15 0.097
H 5.0152 -5.1779 -0.9810 0.12 -0.08 0.05 0.153
H 7.0188 -4.3848 0.1603 0.11 -0.19 -0.01 0.139
H 7.7219 -3.7518 -1.3460 -0.19 0.07 -0.04 0.142
C 1.4795 1.9667 -3.1954 0.10 -0.14 0.04 -0.012
C 2.9200 1.5082 -3.2369 -0.94 0.56 -0.11 -0.318
C 3.1426 0.2374 -4.0060 0.16 -0.05 -0.39 -0.095
O 4.3453 -0.2592 -3.4111 0.02 0.08 0.33 0.052
C 4.3581 0.1996 -2.1264 0.03 -0.02 0.33 -0.550
O 5.1154 -0.1770 -1.2886 -0.04 0.09 -0.14 0.151
O 3.3916 1.1333 -1.9333 0.54 -0.47 -0.18 0.096
H 1.2408 2.5551 -4.0819 0.05 0.05 0.07 0.079
H 0.7933 1.1226 -3.1598 0.16 -0.05 0.11 0.067
H 1.2876 2.5707 -2.3093 0.06 0.08 -0.11 0.101
H 3.5609 2.3206 -3.5961 0.08 -0.10 -0.03 0.154
H 3.2722 0.4018 -5.0752 0.20 -0.08 0.05 0.135
H 2.3546 -0.5046 -3.8483 -0.09 0.15 0.06 0.139
C 4.4706 2.4373 -8.8489 -0.14 -0.21 -0.03 -0.005
C 4.3557 3.5781 -7.8637 -0.01 -0.74 -0.66 -0.334
C 5.1956 3.4139 -6.6333 0.46 0.08 0.27 -0.098
O 4.4877 4.2235 -5.6845 -0.56 -0.08 -0.09 0.057
C 3.1799 4.2083 -6.0631 -0.15 0.06 0.14 -0.557
O 2.2813 4.6217 -5.3967 0.16 -0.10 -0.10 0.148
O 3.0348 3.6554 -7.2972 0.04 0.23 0.64 0.084
H 5.3263 2.5882 -9.5073 -0.04 0.07 0.05 0.090
H 4.6045 1.4808 -8.3382 -0.03 0.05 0.04 0.084
H 3.5675 2.3541 -9.4549 0.07 0.15 -0.05 0.089
H 4.5489 4.5228 -8.3653 -0.09 -0.04 0.09 0.136
H 6.2141 3.7621 -6.7643 -0.11 0.12 0.16 0.124
H 5.2119 2.3861 -6.2563 -0.11 -0.04 -0.16 0.136
C -6.4837 3.6823 2.9301 -0.06 -0.07 0.19 -0.004
C -5.0366 3.2464 2.9773 -0.89 0.35 -0.26 -0.324
C -4.7420 1.9709 2.2393 0.16 -0.02 -0.45 -0.093
O -3.5687 1.5042 2.9156 -0.02 0.06 0.43 0.063
C -3.6430 1.9745 4.1874 0.24 -0.05 0.26 -0.564
O -2.9298 1.6216 5.0784 -0.17 0.16 -0.22 0.132
O -4.6359 2.8910 4.3121 0.47 -0.35 -0.03 0.082
H -6.6819 4.2572 2.0245 0.06 0.00 0.04 0.098
H -7.1598 2.8243 2.9358 0.05 0.00 0.05 0.094
H -6.7343 4.2932 3.7985 0.11 -0.05 -0.34 0.061
H -4.3881 4.0635 2.6470 0.09 -0.12 -0.01 0.162
H -4.5482 2.1250 1.1793 0.22 -0.09 0.07 0.144
H -5.5238 1.2155 2.3568 -0.09 0.15 0.05 0.139
C 6.1929 9.5680 -8.8140 0.23 0.03 -0.13 -0.015
C 5.8164 8.2207 -8.2382 0.08 0.86 -0.27 -0.327
C 6.4740 7.8957 -6.9259 -0.18 0.13 0.46 -0.087
O 6.4497 6.4645 -6.9332 0.03 -0.17 -0.41 0.068
C 6.4868 6.0842 -8.2357 0.35 -0.02 -0.17 -0.547
O 6.6681 4.9625 -8.6014 0.29 0.44 -0.14 0.138
O 6.2936 7.1431 -9.0603 -0.03 -0.51 0.35 0.098
H 5.5613 10.3525 -8.3958 -0.02 -0.06 -0.02 0.091
H 7.2319 9.8204 -8.5921 -0.02 -0.08 -0.01 0.087
H 6.0867 9.5702 -9.8990 -0.16 -0.01 0.06 0.091
H 4.7276 8.1298 -8.1783 0.04 -0.08 0.09 0.162
H 5.9355 8.2926 -6.0674 -0.02 -0.25 0.04 0.146
H 7.5179 8.2164 -6.8763 -0.06 0.09 -0.14 0.142
C -3.8291 -0.5353 -5.9480 0.09 -0.22 0.07 -0.019
C -3.2410 0.7318 -5.3666 -0.42 -0.65 -0.39 -0.334
C -1.9416 1.1610 -5.9908 0.07 0.33 -0.35 -0.095
O -1.3505 1.9305 -4.9405 -0.16 -0.20 0.31 0.061
C -1.8233 1.4204 -3.7715 0.09 0.14 0.30 -0.552
O -1.3955 1.6977 -2.6962 -0.36 -0.08 -0.17 0.152
O -2.8447 0.5495 -3.9992 0.35 0.36 0.04 0.083
H -4.4226 -0.3100 -6.8348 0.00 0.02 0.06 0.090
H -3.0479 -1.2410 -6.2381 0.02 0.05 0.06 0.085
H -4.4629 -1.0399 -5.2182 -0.09 0.15 -0.04 0.088
H -3.9844 1.5345 -5.3883 0.11 0.06 -0.01 0.161
H -2.0759 1.7621 -6.8883 0.12 0.15 0.14 0.144
H -1.2748 0.3235 -6.2144 -0.17 -0.09 0.00 0.140
C -7.1690 5.9112 8.8598 -0.11 0.21 0.06 -0.017
C -7.5020 5.1144 7.6175 0.24 0.36 0.74 -0.331
C -6.8912 5.6486 6.3511 0.44 -0.11 -0.21 -0.096
O -7.7888 5.1463 5.3555 -0.35 0.13 0.46 0.017
C -9.0088 5.0292 5.9589 -0.48 -0.01 -0.11 -0.543
O -10.0246 4.8203 5.3803 0.23 0.01 0.05 0.175
O -8.9001 5.1878 7.3047 0.09 -0.12 -0.54 0.090
H -6.2152 5.5871 9.2780 -0.05 -0.03 -0.02 0.089
H -7.0936 6.9783 8.6409 -0.06 -0.04 -0.04 0.087
H -7.9448 5.7928 9.6166 0.07 -0.15 -0.02 0.091
H -7.2555 4.0591 7.7712 0.02 0.01 -0.13 0.160
H -5.8770 5.2883 6.1815 -0.11 -0.11 -0.18 0.140
H -6.8998 6.7404 6.2951 -0.03 -0.03 0.19 0.142